No. 1
ORCA calculation (ωB97M-V/def2-TZVPD) on one molecule with the formula C5H11N.

Geometry as ORCA input:
```
! wB97M-V def2-TZVPD RIJCOSX def2/J DEFGRID3
* xyz 0 1
C 1.545 -0.117 -0.489
C 0.230 0.690 -0.733
C -0.972 0.193 0.039
C -1.411 0.872 1.092
C -1.415 -1.203 -0.281
N 2.219 -0.064 0.728
H 1.428 -1.135 -0.871
H 2.171 0.322 -1.293
H 0.433 1.731 -0.458
H 0.044 0.699 -1.812
H -2.202 0.491 1.734
H -0.953 1.793 1.422
H -1.717 -1.355 -1.324
H -2.270 -1.474 0.338
H -0.625 -1.934 -0.092
H 2.298 0.893 1.063
H 1.197 -0.402 0.937
*
```

Summary:
HOMO-LUMO gap ... 10.40 eV
SMILES string ... C=C(C)CCN
Energy above the lowest of the compared OMol25 structures with the same formula, charge and spin ... 215.14 kJ/mol

Mulliken population analysis, charges in e, atoms 1 to 2: atom 1 (C): -0.981, atom 2 (C): -0.662


No. 2
ORCA calculation (ωB97M-V/def2-TZVPD) on a 2-piece molecular cluster, C2H8Cl2Si2 overall.

Geometry as ORCA input:
```
! wB97M-V def2-TZVPD RIJCOSX def2/J DEFGRID3
* xyz 0 1
C 3.396 -0.971 -0.073
C -3.285 1.694 0.890
Si 1.570 -0.919 -0.701
Si -4.337 0.221 0.172
Cl -2.663 -0.779 -0.757
Cl 1.059 0.874 -1.433
H 3.506 -1.936 0.438
H 4.034 -0.994 -1.002
H 3.656 -0.136 0.437
H -3.420 2.672 0.455
H -3.456 1.882 1.991
H -2.187 1.341 0.807
H 0.421 -0.895 0.324
H 1.707 -2.053 -1.547
*
```

Summary:
HOMO-LUMO gap ... 8.24 eV
Energy above the lowest of the compared OMol25 structures with the same formula, charge and spin ... 264.20 kJ/mol

Mulliken population analysis, charges in e, atoms 1 to 2: atom 1 (C): -0.899, atom 2 (C): -0.851


No. 3
ORCA calculation (ωB97M-V/def2-TZVPD) on a 9-piece molecular cluster, C52H50BF8NO4P overall.

Geometry as ORCA input:
```
! wB97M-V def2-TZVPD RIJCOSX def2/J DEFGRID3
* xyz -1 1
C 2.030 -2.105 1.406
B 1.544 -0.559 1.330
O 2.000 0.331 2.407
N 0.720 0.080 0.258
C -0.756 -0.039 0.477
C -1.265 0.591 1.876
O -0.739 1.644 2.400
O -2.351 0.053 2.577
P -1.459 -1.795 0.162
C -1.493 -2.834 1.737
O -0.355 -2.564 -0.964
H 2.219 -2.335 2.527
H 1.269 -2.876 1.051
H 2.983 -2.281 0.775
H 1.463 0.162 3.219
H 1.007 -0.206 -0.689
H -1.249 0.621 -0.339
H -0.528 -2.842 2.345
H -2.371 -2.572 2.438
H -1.697 -3.923 1.399
H -0.110 -1.916 -1.659
F 3.536 -3.268 3.354
C 4.791 -2.809 3.461
C 5.006 -1.443 3.558
C 6.306 -0.963 3.674
C 7.377 -1.853 3.681
C 7.150 -3.223 3.578
C 5.849 -3.705 3.473
H 4.160 -0.765 3.542
H 6.484 0.104 3.758
H 8.392 -1.477 3.766
H 7.986 -3.915 3.579
H 5.652 -4.768 3.401
F 7.714 0.678 0.595
C 7.273 1.920 0.851
C 5.958 2.108 1.248
C 5.503 3.394 1.518
C 6.365 4.479 1.377
C 7.682 4.279 0.972
C 8.141 2.992 0.713
H 5.299 1.252 1.345
H 4.478 3.551 1.837
H 6.008 5.483 1.583
H 8.351 5.126 0.859
H 9.165 2.816 0.406
F 0.471 -5.989 0.358
C 0.395 -6.386 -0.921
C 0.674 -7.705 -1.242
C 0.591 -8.119 -2.568
C 0.240 -7.206 -3.559
C -0.033 -5.882 -3.225
C 0.039 -5.469 -1.898
H 0.954 -8.400 -0.458
H 0.800 -9.151 -2.829
H 0.179 -7.528 -4.594
H -0.303 -5.170 -3.999
H -0.180 -4.443 -1.619
F -2.494 7.398 -0.600
C -2.713 6.203 -0.014
C -3.933 5.570 -0.193
C -4.157 4.335 0.408
C -3.162 3.752 1.190
C -1.942 4.399 1.367
C -1.714 5.629 0.758
H -4.698 6.043 -0.798
H -5.106 3.827 0.268
H -3.338 2.790 1.663
H -1.171 3.944 1.980
H -0.766 6.143 0.877
F 0.155 12.689 2.662
C -0.321 11.758 1.817
C 0.091 11.766 0.493
C -0.399 10.799 -0.380
C -1.303 9.843 0.078
C -1.713 9.849 1.408
C -1.215 10.808 2.284
H 0.788 12.523 0.153
H -0.077 10.792 -1.416
H -1.687 9.093 -0.604
H -2.420 9.106 1.762
H -1.517 10.822 3.325
F -4.369 -3.239 -1.483
C -5.287 -2.284 -1.268
C -6.621 -2.552 -1.536
C -7.575 -1.565 -1.310
C -7.184 -0.319 -0.827
C -5.841 -0.060 -0.565
C -4.887 -1.049 -0.781
H -6.906 -3.525 -1.919
H -8.623 -1.767 -1.509
H -7.928 0.452 -0.654
H -5.537 0.913 -0.193
H -3.837 -0.866 -0.574
F 3.246 -9.962 -1.395
C 3.019 -11.146 -0.809
C 1.796 -11.772 -0.992
C 1.561 -13.003 -0.388
C 2.549 -13.589 0.401
C 3.772 -12.948 0.582
C 4.010 -11.723 -0.031
H 1.036 -11.298 -1.602
H 0.611 -13.506 -0.531
H 2.364 -14.547 0.875
H 4.538 -13.404 1.199
H 4.959 -11.214 0.092
F -6.389 6.628 -2.213
C -6.252 6.270 -3.500
C -7.152 6.750 -4.439
C -7.008 6.383 -5.773
C -5.971 5.533 -6.151
C -5.076 5.054 -5.198
C -5.213 5.429 -3.866
H -7.958 7.403 -4.124
H -7.702 6.758 -6.517
H -5.862 5.244 -7.191
H -4.271 4.389 -5.494
H -4.520 5.072 -3.113
*
```

Summary:
HOMO-LUMO gap ... 6.90 eV

Mulliken population analysis, charges in e, atoms 1 to 2: atom 1 (C): -0.394, atom 2 (B): 0.349


No. 4
ORCA calculation (ωB97M-V/def2-TZVPD) on a 13-piece molecular cluster, C41H111N3O14 overall.

Geometry as ORCA input:
```
! wB97M-V def2-TZVPD RIJCOSX def2/J DEFGRID3
* xyz 0 1
C -4.986 -3.780 1.618
C -4.697 -3.406 0.167
C -3.707 -4.398 -0.444
O -2.472 -4.471 0.244
C -1.491 -3.586 -0.257
N -5.959 -3.342 -0.578
H -5.522 -4.730 1.678
H -5.597 -3.012 2.093
H -4.045 -3.877 2.163
H -4.265 -2.403 0.135
H -3.588 -4.158 -1.509
H -4.135 -5.405 -0.383
H -1.234 -3.835 -1.297
H -0.607 -3.724 0.364
H -1.847 -2.549 -0.247
H -6.285 -4.291 -0.754
H -5.751 -2.949 -1.499
C 2.683 -5.757 2.803
C 1.743 -5.679 1.613
C 2.512 -5.493 0.305
O 3.333 -4.363 0.219
C 2.644 -3.136 0.255
N 0.960 -6.917 1.579
H 2.119 -5.782 3.732
H 3.382 -4.912 2.821
H 3.366 -6.609 2.735
H 1.035 -4.866 1.793
H 1.815 -5.538 -0.552
H 3.163 -6.363 0.164
H 2.077 -3.005 -0.679
H 3.367 -2.321 0.212
H 2.039 -3.056 1.161
H 0.199 -6.848 0.911
H 1.513 -7.718 1.292
C 6.356 1.467 2.415
C 5.989 -0.025 2.492
C 4.574 -0.172 3.025
O 4.495 0.375 4.323
C 3.275 0.038 4.947
N 6.105 -0.736 1.228
H 5.592 1.983 1.824
H 7.329 1.549 1.928
H 6.351 1.977 3.378
H 6.639 -0.461 3.259
H 4.322 -1.241 3.067
H 3.877 0.347 2.350
H 3.206 -1.058 4.979
H 2.429 0.505 4.436
H 3.321 0.352 5.991
H 5.366 -0.395 0.610
H 6.982 -0.483 0.784
C 3.687 1.759 -2.743
C 4.730 1.028 -1.901
C 5.698 2.029 -1.310
O 4.060 0.355 -0.831
H 3.006 2.324 -2.104
H 3.074 1.069 -3.334
H 4.135 2.458 -3.453
H 5.286 0.282 -2.483
H 6.466 1.524 -0.723
H 5.167 2.742 -0.675
H 6.210 2.630 -2.064
H 3.208 0.019 -1.156
C -4.633 2.900 -1.895
C -3.180 3.377 -1.761
C -2.859 4.396 -2.857
O -3.003 3.944 -0.482
H -4.814 2.598 -2.924
H -5.281 3.690 -1.515
H -4.744 2.034 -1.239
H -2.578 2.468 -1.928
H -3.059 3.976 -3.847
H -1.811 4.699 -2.864
H -3.505 5.260 -2.698
H -2.049 4.116 -0.380
C -3.947 -0.684 -2.399
C -4.025 -1.547 -3.637
C -2.709 -2.197 -4.025
O -4.966 -2.584 -3.333
H -3.415 0.256 -2.552
H -3.523 -1.174 -1.525
H -4.979 -0.401 -2.167
H -4.393 -0.925 -4.461
H -2.207 -2.689 -3.191
H -1.998 -1.525 -4.515
H -2.842 -2.950 -4.812
H -4.967 -3.257 -4.019
C 0.516 -2.060 3.529
C -0.549 -2.275 4.574
C 0.005 -2.282 5.994
O -1.488 -1.196 4.473
H 0.039 -2.004 2.543
H 1.260 -2.855 3.525
H 1.020 -1.095 3.604
H -1.040 -3.237 4.395
H -0.818 -2.356 6.711
H 0.577 -1.383 6.223
H 0.642 -3.147 6.195
H -2.244 -1.412 5.030
C 1.012 0.487 0.789
C 0.413 -0.267 -0.383
C -0.749 0.450 -1.037
O 1.445 -0.448 -1.353
H 1.413 1.438 0.427
H 1.770 -0.078 1.327
H 0.196 0.724 1.479
H 0.071 -1.234 0.014
H -1.524 0.726 -0.319
H -1.098 -0.053 -1.937
H -0.431 1.457 -1.347
H 1.027 -0.647 -2.204
C -3.452 -0.151 1.407
C -3.113 1.144 2.149
C -4.206 2.185 2.016
O -2.964 0.909 3.536
H -4.104 -0.799 1.995
H -2.524 -0.712 1.249
H -3.953 0.057 0.461
H -2.194 1.561 1.714
H -5.175 1.902 2.423
H -4.342 2.449 0.968
H -3.855 3.096 2.505
H -2.341 0.186 3.726
C 0.869 4.605 -1.251
C 0.807 4.959 0.222
C 1.464 6.299 0.489
O -0.598 5.072 0.527
H 0.237 3.746 -1.493
H 1.898 4.329 -1.505
H 0.565 5.425 -1.903
H 1.224 4.147 0.825
H 1.409 6.542 1.553
H 0.979 7.096 -0.075
H 2.529 6.341 0.240
H -0.667 5.188 1.493
C -1.540 3.889 4.978
C -0.190 4.061 4.280
C 0.137 2.794 3.530
O -0.356 5.135 3.325
H -2.330 3.790 4.232
H -1.813 4.759 5.585
H -1.628 3.001 5.606
H 0.612 4.323 4.973
H 0.400 2.032 4.269
H 0.997 2.877 2.858
H -0.689 2.437 2.916
H -0.774 5.863 3.798
C -1.571 1.534 -6.077
C -0.738 2.769 -5.731
C 0.012 2.579 -4.408
O 0.180 3.037 -6.788
H -2.136 1.183 -5.208
H -0.930 0.722 -6.431
H -2.320 1.751 -6.839
H -1.409 3.620 -5.632
H 1.069 2.320 -4.501
H -0.490 1.829 -3.789
H 0.009 3.489 -3.803
H 0.745 2.266 -6.895
C 2.437 -2.066 -4.312
C 0.924 -2.127 -4.197
O 0.389 -0.812 -3.983
O 2.783 -1.613 -5.609
H 2.905 -3.017 -4.041
H 2.799 -1.361 -3.552
H 0.632 -2.746 -3.351
H 0.523 -2.505 -5.141
H 0.683 -0.257 -4.716
H 3.517 -2.123 -5.956
*
```

Summary:
HOMO-LUMO gap ... 9.11 eV
Energy above the lowest of the compared OMol25 structures with the same formula, charge and spin ... 0.00 kJ/mol

Mulliken population analysis, charges in e, atoms 1 to 2: atom 1 (C): -1.674, atom 2 (C): 2.602